1.
80
Properties=species:S:1:pos:R:3 method="wB97M-V/def2-TZVPD" e_homo_ev="-6.24 / -6.77" multiplicity=5 gap_ev="6.65 / 7.00" relative_energy_ev=0.000 e_tot_ev=-77279.01906
P -0.0426 -2.2111 -3.7504
P 0.4011 0.9894 -3.9965
C -0.1720 -1.3720 -5.4141
C 0.6022 -0.0681 -5.5071
H -1.2383 -1.2255 -5.6214
H 0.1980 -2.1060 -6.1416
H 1.6774 -0.2416 -5.6426
H 0.2591 0.5514 -6.3482
C -1.2002 1.7501 -4.4558
H -1.4901 2.4927 -3.7006
H -2.0032 1.0074 -4.5178
H -1.0671 2.2348 -5.4284
C 1.5264 2.3701 -4.4036
H 1.1362 2.8737 -5.2995
H 2.5411 1.9918 -4.5820
H 1.5422 3.0728 -3.5504
C -0.9426 -3.7332 -4.2703
H -0.8680 -4.5007 -3.4767
H -0.4660 -4.0947 -5.1953
H -1.9993 -3.4957 -4.4502
C 1.6401 -2.8749 -4.1050
H 2.3980 -2.0869 -4.1604
H 1.5715 -3.3891 -5.0728
H 1.9383 -3.5879 -3.3239
Cr -0.0320 -1.0550 1.0379
C 0.7141 1.2294 -0.2924
C -0.6404 1.0669 -0.4569
C -1.3418 0.2489 -1.4965
C -1.7036 -1.2565 -1.3565
C -0.6060 -2.2306 -1.1224
C 0.7888 -2.0023 -0.9540
C 1.5802 -0.9019 -1.5595
C 1.8534 0.3965 -0.7655
C 0.6494 -2.5216 2.2728
H 1.0329 2.0245 0.3755
H -1.3034 1.7983 0.0041
H -0.7320 0.3131 -2.4130
H -2.2913 0.7628 -1.7180
H -2.5001 -1.3742 -0.6048
H -2.1958 -1.4832 -2.3235
H -0.9706 -3.2561 -0.9734
H 1.3796 -2.9263 -0.7858
H 1.1274 -0.5852 -2.5226
H 2.5724 -1.2954 -1.8566
H 2.5191 0.1546 0.0899
H 2.4758 1.0012 -1.4462
H 1.6444 -2.1881 2.6055
H 0.7271 -3.4567 1.6702
H -0.0397 -2.6469 3.1267
C 2.4319 0.2340 6.3439
C 1.7211 0.9704 5.2473
C 1.6675 2.3666 5.2291
C 0.9930 3.0639 4.2219
C 0.9376 4.5634 4.2380
C 0.3480 2.3318 3.2179
C 0.2920 0.9125 3.2660
C 1.0810 0.2624 4.2325
N -0.5933 0.1784 2.4493
C -2.0024 0.0958 2.9116
C -2.0683 -0.3972 4.3529
C -2.6479 1.4827 2.8374
C -2.7833 -0.8494 2.0067
H 3.4671 0.5826 6.4569
H 1.9375 0.3754 7.3175
H 2.4510 -0.8489 6.1320
H 2.1589 2.9280 6.0177
H 0.3324 4.9291 5.0788
H 1.9416 4.9891 4.3650
H 0.5057 4.9542 3.3066
H -0.1630 2.8651 2.4113
H 1.1137 -0.8317 4.2319
H -1.6623 0.3385 5.0612
H -3.1130 -0.5484 4.6265
H -1.5402 -1.3451 4.4879
H -2.5519 1.9075 1.8253
H -3.7150 1.3770 3.0768
H -2.2046 2.1823 3.5658
H -3.7662 -1.0145 2.4535
H -2.9412 -0.3939 1.0235
H -2.2778 -1.8246 1.8867

---

2.
89
Properties=species:S:1:pos:R:3 method="wB97M-V/def2-TZVPD" e_homo_ev=-14.82 gap_ev=5.04 total_charge=+3 e_tot_ev=-87532.49919
Pb 0.1909 -1.1302 0.2041
O -3.1172 -2.6766 -0.2976
C -3.4073 -1.9308 -1.0809
C -3.7690 -1.0138 -2.0442
C -4.8089 -1.3830 -2.9273
C -5.1987 -0.4916 -3.8959
C -4.5577 0.7393 -3.9825
C -3.5222 1.0931 -3.1073
C -3.1012 0.2458 -2.1051
P -1.7984 0.8211 -0.8960
C -2.7390 1.8255 0.2683
C -2.4399 1.6976 1.6226
C -3.1029 2.4689 2.5654
C -4.0633 3.3784 2.1516
C -4.3550 3.5258 0.7978
C -3.7044 2.7505 -0.1452
C -0.7927 1.9104 -1.9337
C -0.6424 3.2654 -1.6469
C 0.1439 4.0579 -2.4770
C 0.7798 3.5015 -3.5790
C 0.6366 2.1446 -3.8622
C -0.1431 1.3486 -3.0394
H -5.2865 -2.3511 -2.8268
H -5.9944 -0.7509 -4.5813
H -4.8615 1.4455 -4.7475
H -3.0230 2.0453 -3.2403
H -1.6624 1.0214 1.9402
H -2.8625 2.3637 3.6163
H -4.5867 3.9805 2.8834
H -5.0906 4.2523 0.4777
H -3.9551 2.8704 -1.1912
H -1.1409 3.7080 -0.7929
H 0.2474 5.1155 -2.2654
H 1.3798 4.1269 -4.2281
H 1.1222 1.7166 -4.7314
H -0.2730 0.2959 -3.2800
C 1.1519 2.6587 8.4858
C 1.2046 1.2297 7.9179
C 2.3519 0.4771 8.6054
C -0.1203 0.5335 8.2687
C 1.4085 1.2638 6.3643
O 0.2595 1.7832 5.7066
C 2.6669 2.0803 5.9933
C 2.9366 2.4460 4.5255
C 1.9927 3.3934 3.8237
C 1.7330 4.6624 4.3284
C 0.9185 5.5575 3.6482
C 0.3632 5.1876 2.4354
Cl -0.6478 6.2940 1.5646
C 0.6212 3.9388 1.9052
C 1.4285 3.0518 2.6040
C 1.5677 -0.1940 5.8275
N 0.8472 -0.4172 4.5624
C 1.2707 -0.4089 3.3149
N 0.2316 -0.6407 2.5010
C -0.8162 -0.8471 3.3687
N -0.4744 -0.7078 4.6123
H 0.7381 2.6272 9.4940
H 0.5178 3.3374 7.9041
H 2.1418 3.1082 8.5645
H 2.2066 0.5094 9.6864
H 3.3235 0.9296 8.3981
H 2.3919 -0.5790 8.3221
H -0.2738 0.5886 9.3468
H -0.1310 -0.5265 8.0060
H -0.9808 1.0019 7.7890
H -0.1802 2.4133 6.2870
H 3.5370 1.5143 6.3324
H 2.6522 3.0050 6.5677
H 3.0331 1.5418 3.9168
H 3.9251 2.9127 4.5220
H 2.1812 4.9735 5.2666
H 0.7290 6.5455 4.0471
H 0.1966 3.6727 0.9456
H 1.6312 2.0704 2.1785
H 1.1296 -0.9172 6.5046
H 2.6192 -0.4317 5.6874
H 2.2849 -0.2134 3.0078
H -1.8243 -1.0902 3.0664
C 3.4940 2.1671 -1.0846
S 2.8770 0.5516 -1.4913
C 4.2991 -0.4255 -1.0503
O 1.8407 0.2796 -0.3689
H 3.7778 2.1886 -0.0326
H 2.7064 2.8899 -1.2956
H 4.3546 2.3581 -1.7292
H 4.5407 -0.2534 -0.0018
H 5.1265 -0.1202 -1.6934
H 4.0680 -1.4730 -1.2387

---

3.
22
Properties=species:S:1:pos:R:3 method="wB97M-V/def2-TZVPD" e_homo_ev="-4.01 / -8.26" multiplicity=2 gap_ev="4.57 / 8.81" relative_energy_ev=2.614 e_tot_ev=-12362.76088
C -0.4900 3.1559 -2.0968
C -0.7411 1.6777 -2.0827
O -0.1277 0.9052 -1.3129
N -1.7404 1.0585 -2.8529
H -0.4659 3.4947 -0.9896
H -1.5052 3.5982 -2.3672
H -1.9207 0.0568 -2.8522
H -2.5971 1.7059 -2.7921
H 0.6529 3.4714 -2.4608
C -0.3635 -1.6378 2.9217
C 1.0475 -1.5851 0.8771
N 1.5220 -0.3177 0.4385
N -0.2959 -1.6375 1.4530
N 1.9315 -2.6031 0.9020
H 0.8430 0.4323 0.6405
H 1.8459 -0.1342 -0.5413
H -0.9995 -0.8223 1.0291
H 1.8886 -3.3640 1.4790
H 2.9071 -2.4751 0.4859
H 0.0842 -2.6088 3.2709
H -1.3850 -1.6206 3.3781
H -0.0908 -0.7505 3.4727

---

4.
22
Properties=species:S:1:pos:R:3 method="wB97M-V/def2-TZVPD" e_homo_ev=-9.62 gap_ev=10.41 relative_energy_ev=2.705 e_tot_ev=-21024.77859 smiles="C=C(Cl)C(C)(C)C.C#C"
C 1.0485 -0.3826 -1.6390
C 0.4059 -0.7878 -0.5620
Cl 1.2010 -2.1532 0.1431
C -0.7712 -0.3139 0.3399
C -1.4587 0.9181 -0.1918
C -1.7077 -1.4559 0.2355
C -0.1548 -0.2224 1.7187
H 0.5736 0.4000 -2.1244
H 1.9225 -0.9494 -1.8659
H -0.7472 1.7860 -0.4948
H -2.2842 1.2873 0.4761
H -1.9029 0.6074 -1.1885
H -1.3056 -2.4079 0.5109
H -2.3088 -1.6788 -0.6753
H -2.5550 -1.2403 0.9530
H -0.7062 0.4281 2.4176
H 0.9202 0.2235 1.6445
H -0.2623 -1.1747 2.1940
C 4.2672 0.6012 0.7793
C 3.3611 0.5737 0.0216
H 5.2763 0.7318 1.0118
H 2.5148 0.4423 -0.8235

---

5.
14
Properties=species:S:1:pos:R:3 method="wB97M-V/def2-TZVPD" e_homo_ev=-8.69 gap_ev=8.37 relative_energy_ev=1.284 e_tot_ev=-25137.94226 smiles="[H]/N=C/[C@H](NI)SC"
H 0.1800 2.8097 0.8389
N -0.0746 2.0585 0.1365
C -0.5540 1.0434 0.7074
C -0.6381 -0.2682 -0.2277
N -1.8138 -0.9721 0.1237
I -3.6157 -0.0094 -0.2625
S 0.6897 -1.3683 0.4361
C 2.2128 -0.6367 -0.2068
H -1.1708 0.8479 1.5445
H -0.5381 -0.1612 -1.2255
H -1.9738 -1.7905 -0.3855
H 3.1563 -1.1918 -0.0033
H 2.0862 0.5021 -0.1076
H 2.0539 -0.8635 -1.3683

---

6.
8
Properties=species:S:1:pos:R:3 method="wB97M-V/def2-TZVPD" e_homo_ev="-8.69 / -8.71" gap_ev="7.21 / 7.23" relative_energy_ev=4.438 e_tot_ev=-12449.70124
C 0.2036 -0.8294 -0.2969
O -1.9415 0.4945 -0.2873
P 1.3904 0.4131 -0.1117
H -0.1037 -1.4131 0.5552
H -0.0201 -1.2449 -1.2636
H -2.2874 0.2993 0.5822
H 1.0105 1.2937 -1.1129
H 0.9017 1.0777 1.0022

---

7.
16
Properties=species:S:1:pos:R:3 method="wB97M-V/def2-TZVPD" e_homo_ev=-7.65 gap_ev=8.09 relative_energy_ev=3.648 e_tot_ev=-10886.93370 smiles="NC=C(O)O.CO"
N -0.1875 -1.3532 -1.7922
C -0.3214 -0.0775 -1.3782
C -1.2557 0.3548 -0.4444
O -1.6170 1.6893 -0.3748
O -2.3206 -0.5216 -0.2544
H 0.7528 -1.7252 -1.8381
H -0.8821 -1.9877 -1.4059
H 0.4750 0.5909 -1.6841
H -1.2267 2.1692 -1.1252
H -2.8834 -0.1117 0.4191
C 1.9079 0.0819 1.8539
O 1.0714 0.6911 0.9088
H 2.9412 0.0636 1.4815
H 1.6151 -0.9545 2.0696
H 1.9546 0.6572 2.7884
H -0.0236 0.4333 0.7759

---

8.
70
Properties=species:S:1:pos:R:3 method="wB97M-V/def2-TZVPD" e_homo_ev="-10.72 / -10.72" multiplicity=4 gap_ev="5.02 / 4.94" total_charge=+1 relative_energy_ev=1.839 e_tot_ev=-87306.25218
Cr -0.0062 0.3600 0.0095
O 3.5412 -1.4739 0.4842
C 2.5934 -0.7263 0.4650
O 1.3415 -1.0862 0.2835
C 2.7631 0.7800 0.5530
C 3.9039 1.5099 0.8194
C 3.8079 2.9006 0.7526
C 2.6174 3.5304 0.4058
C 1.5171 2.7305 0.1537
N 1.6379 1.4151 0.2479
C 0.1163 3.1474 -0.2664
O -0.1600 4.2997 -0.4574
O -0.6841 2.1123 -0.4328
H 4.8273 1.0059 1.0654
H 4.6827 3.5016 0.9639
H 2.5297 4.6048 0.3333
C -4.0551 -0.7403 -0.0423
C -2.8472 -0.0482 -0.1864
N -1.7442 -0.6306 -0.6172
C -1.7564 -1.9360 -0.9780
C -2.8982 -2.7212 -0.7641
C -4.0630 -2.0817 -0.2906
C -2.8778 -4.1316 -0.9767
C -1.7529 -4.7417 -1.3965
C -0.5942 -3.9712 -1.7184
C 0.5522 -4.6076 -2.2246
C 1.6536 -3.8867 -2.6141
C 1.5823 -2.5093 -2.5227
N 0.5006 -1.9106 -2.0418
C -0.5980 -2.5704 -1.5562
H -4.9316 -0.2148 0.3070
H -2.7546 0.9970 0.0847
H -4.9536 -2.6756 -0.1298
H -3.7753 -4.6970 -0.7640
H -1.7063 -5.8139 -1.5286
H 0.5509 -5.6874 -2.3021
H 2.5530 -4.3532 -2.9848
H 2.3932 -1.8619 -2.8244
O -1.3315 -1.8097 1.9271
C -1.0669 -0.7654 2.5005
N -1.2335 -0.5017 3.8235
C -0.7417 0.8124 4.2052
C -0.3286 1.3496 2.8152
O 0.1400 2.4434 2.5813
N -0.5703 0.3814 1.8841
C -1.8324 1.6934 4.8185
C -3.0066 1.1336 5.3052
C -3.9632 1.9322 5.9184
C -3.7560 3.2955 6.0444
C -2.5842 3.8587 5.5571
C -1.6239 3.0642 4.9535
C 0.4493 0.7158 5.1660
C 0.4033 -0.2186 6.1971
C 1.4361 -0.3112 7.1152
C 2.5298 0.5369 7.0201
C 2.5748 1.4790 6.0058
C 1.5404 1.5738 5.0840
H -1.3914 -1.2635 4.4586
H -3.1931 0.0731 5.2020
H -4.8721 1.4827 6.2973
H -4.5016 3.9175 6.5218
H -2.4141 4.9233 5.6501
H -0.7120 3.5080 4.5790
H -0.4506 -0.8758 6.3132
H 1.3821 -1.0432 7.9103
H 3.3366 0.4673 7.7376
H 3.4186 2.1528 5.9293
H 1.5821 2.3204 4.3041
O 1.3321 0.0763 -2.7656
N 0.6367 -0.3442 -1.9524